DFT (ωB97M-V with the def2-TZVPD basis set) results for a structure of composition C34H40N4O2P2Ti.

Structure (XYZ):
```
83
Properties=species:S:1:pos:R:3:forces:R:3
Ti 0.0737 -1.5413 -0.3370 1.257 -3.470 1.080
C -1.5317 2.9681 -3.2227 0.074 0.594 -0.480
C -0.6759 3.4734 -2.3207 -0.490 0.500 -1.170
C -1.0763 4.4551 -1.2672 -0.238 -0.196 0.398
C -2.4564 4.1603 -0.6234 -0.608 0.791 0.498
C -2.7623 2.7033 -0.3820 -0.726 0.017 0.740
C -3.1483 1.7848 -1.2756 -0.898 0.545 0.139
C -3.8110 2.1955 -2.5716 0.321 -0.679 -0.566
C -3.0202 3.2712 -3.3121 0.382 0.291 -0.246
C -1.1571 -2.9986 0.6789 -0.188 -0.420 -0.026
H -1.1916 2.3427 -4.0590 0.002 0.305 0.601
H 0.3989 3.3805 -2.4624 -0.371 -0.187 0.028
H -1.1013 5.4729 -1.6786 0.058 -0.164 0.047
H -0.3037 4.4766 -0.4864 -0.101 0.025 -0.028
H -2.4602 4.6472 0.3611 -0.027 0.021 -0.227
H -3.2393 4.6864 -1.1950 0.285 -0.367 0.383
H -2.8189 2.4581 0.6969 0.537 -0.217 -0.866
H -3.1653 0.7198 -1.0299 -0.392 0.553 0.160
H -4.8401 2.5513 -2.3942 0.360 -0.175 0.192
H -3.9139 1.3199 -3.2316 0.032 0.155 0.186
H -3.3150 3.2810 -4.3667 0.092 -0.069 0.115
H -3.2733 4.2676 -2.9359 0.256 -0.333 -0.216
H -1.0285 -3.8477 -0.0327 0.174 0.548 0.098
H -2.2376 -2.8898 0.8298 0.349 0.303 -0.150
H -0.7462 -3.3296 1.6534 0.140 0.445 -0.602
P -1.0368 -0.1152 1.4230 -2.973 0.891 3.781
P 1.6976 0.3641 -0.1369 1.893 1.011 -2.247
N -2.8512 -0.1072 1.4680 1.432 -0.444 -1.076
N -0.8368 -0.2766 3.1893 0.149 -0.453 -1.182
N 1.2099 0.2934 -1.8742 0.412 1.503 0.715
N 3.4182 0.6589 -0.3977 -0.972 -1.127 1.161
C -0.4482 1.5778 1.1815 0.378 0.539 -0.583
C 1.0097 1.8064 0.7218 0.063 0.323 0.283
C -3.6187 -0.8659 0.5678 -1.044 0.164 0.321
C -4.9677 -0.6534 0.8119 1.603 0.124 0.072
C -5.0544 0.2900 1.8884 1.501 -0.034 -0.129
C -3.7506 0.6063 2.2702 -0.940 -0.192 -0.263
C -1.2527 -1.3936 3.9216 0.227 0.136 1.007
C -1.1392 -1.1175 5.2803 -0.010 -0.155 -1.350
C -0.6308 0.2132 5.4022 -0.031 0.047 -1.323
C -0.4716 0.7044 4.1191 0.246 0.030 0.631
C 0.2834 -0.5808 -2.5343 -0.233 0.132 0.620
C 0.0225 -0.0243 -3.8002 0.340 0.044 0.700
C 0.7842 1.1594 -3.9122 0.129 0.030 0.536
C 1.4260 1.3735 -2.6956 -0.291 -1.196 -0.608
C 4.1838 1.6281 -1.0575 0.976 0.233 -0.045
C 5.5365 1.3878 -0.8261 -1.938 -0.509 0.376
C 5.6121 0.2468 0.0405 -1.039 -0.120 -0.055
C 4.3224 -0.1848 0.2798 0.798 0.399 -0.179
H -0.6897 2.1877 2.0565 0.031 -0.073 -0.214
H -1.0466 1.9814 0.3636 -0.237 -0.300 0.033
H 1.0581 2.7052 0.0832 0.041 -0.260 0.266
H 1.6564 1.9871 1.6007 0.054 -0.230 -0.442
H -3.1446 -1.4871 -0.1773 -0.167 0.104 0.065
H -5.7721 -1.1305 0.2766 -0.030 0.061 0.043
H -5.9721 0.6901 2.3038 0.316 -0.071 0.090
H -3.4086 1.2641 3.0508 0.098 -0.026 0.057
H -1.5692 -2.2885 3.4110 -0.128 0.061 0.120
H -1.3922 -1.7943 6.0900 0.064 0.147 -0.267
H -0.3967 0.7475 6.3129 -0.097 -0.045 -0.159
H -0.1047 1.6646 3.7951 0.011 -0.084 0.180
H 0.3572 -1.6726 -2.3459 0.214 0.380 -0.875
H -0.6816 -0.4269 -4.5237 0.453 -0.069 0.056
H 0.8463 1.8603 -4.7415 -0.155 -0.379 0.147
H 2.0174 2.2161 -2.3544 -0.228 -0.388 -0.254
H 3.7269 2.4117 -1.6382 0.174 -0.052 0.098
H 6.3676 1.9388 -1.2286 -0.063 0.145 -0.041
H 6.5125 -0.2001 0.4406 -0.175 0.020 -0.094
H 3.9362 -0.9980 0.8716 0.101 -0.078 0.057
O 1.5334 -2.3292 0.8999 -0.452 0.332 -0.548
C 1.9081 -3.1818 0.0100 0.078 -1.001 0.423
O 1.3114 -3.0812 -1.1213 -0.701 1.109 0.168
C 2.8528 -4.2623 0.2897 -0.632 0.575 -0.380
C 3.0840 -5.1884 -0.7338 0.500 -0.368 0.025
C 3.9753 -6.2384 -0.4953 -0.358 0.397 0.196
C 4.5744 -6.3478 0.7705 -0.032 0.379 -0.172
C 4.3325 -5.4042 1.7829 -0.249 0.195 -0.010
C 3.4414 -4.3560 1.5505 0.434 -0.507 -0.162
H 2.5677 -5.0595 -1.6887 0.317 -0.151 0.316
H 4.1932 -6.9521 -1.2896 -0.051 0.120 0.329
H 5.2641 -7.1645 0.9600 -0.084 0.099 -0.005
H 4.8342 -5.4718 2.7516 -0.197 -0.140 -0.384
H 3.1811 -3.6189 2.3003 0.195 -0.100 0.084
```
Positions in Å, forces in eV/Å.

Results
**Total charge**: +2
**LUMO energy**: -8.21 eV